1.
The following is a DFT calculation (the ωB97M-V functional and the def2-TZVPD basis) of C20H38F3N5O2P2S3 in the gas phase.

```
! wB97M-V def2-TZVPD RIJCOSX def2/J DEFGRID3
* xyz 0 1
H 3.93366 -0.63167 -3.51354
N 3.30702 -1.18548 -2.93662
C 2.90924 -0.49938 -1.91871
C 2.13219 -1.11928 -0.78435
C 0.59960 -0.94417 -0.48295
P 0.49337 -2.32912 0.81446
S 2.10810 -2.61416 1.89368
C 0.10188 0.47461 -0.06769
C -1.20692 0.48234 0.77538
C -1.30813 0.76321 2.28631
C -0.98661 -0.24012 3.40475
C -2.22801 -1.10136 3.69179
N -2.04517 -2.54132 3.94936
C -1.62170 -2.90967 5.24676
N -0.36424 -2.44978 5.67197
N -2.39853 -3.66188 5.95387
H -1.96679 -3.86583 6.84667
C 1.08831 1.31335 0.77843
C 2.37862 1.95742 0.29602
O 3.49950 1.39287 0.38032
N 2.19339 3.27024 -0.16964
C 1.62451 4.16205 0.86990
C 3.41551 3.81671 -0.74944
C -0.23793 1.06240 -1.49436
S -1.56202 2.37430 -1.50585
C 0.92165 1.64615 -2.32955
C 0.98081 1.18433 -3.77974
C 0.01625 1.80313 -4.76363
F -1.24600 1.24041 -4.74073
F -0.14635 3.16641 -4.53540
F 0.49699 1.65211 -6.05254
O -0.82183 -0.04293 -2.18225
C -0.41086 -1.29402 -1.65076
S 0.34016 -2.24737 -3.01252
P -2.05875 -2.20600 -1.06818
C -3.36973 -0.97592 -1.35059
C -2.56368 -3.32398 -2.40502
H 3.27517 0.50735 -1.75586
H 2.30662 -2.18455 -0.90654
H 2.64672 -0.79394 0.11346
H -0.66745 -2.20743 1.55711
H 0.28426 -3.43853 0.00491
H -1.81719 -0.38961 0.56439
H -1.77875 1.29894 0.36066
H -0.85592 1.72558 2.51405
H -2.37375 0.95430 2.42013
H -0.79141 0.35893 4.29083
H -0.08520 -0.81852 3.23783
H -2.90255 -1.01954 2.84372
H -2.76291 -0.66412 4.53657
H -2.93989 -3.00205 3.86825
H 0.07329 -1.86194 4.98152
H 0.25188 -3.24412 5.76264
H 1.36809 0.70349 1.63621
H 0.49931 2.15778 1.11899
H 0.55196 4.28435 0.74235
H 2.06991 5.14120 0.75980
H 1.80092 3.79076 1.87416
H 3.79744 3.14873 -1.51315
H 3.16457 4.75936 -1.22734
H 4.19044 3.99736 -0.00730
H -2.34390 1.74066 -2.37316
H 1.89045 1.45161 -1.91165
H 0.84758 2.72855 -2.33829
H 1.95641 1.50682 -4.14187
H 0.96280 0.10682 -3.88187
H 0.49488 -3.36270 -2.30560
H -3.36325 -0.61350 -2.37668
H -4.29789 -1.52223 -1.20357
H -3.31538 -0.14583 -0.66380
H -2.54737 -2.86239 -3.38716
H -3.59644 -3.56921 -2.16380
H -1.99095 -4.24097 -2.39557
*
```

- LUMO level: 0.29 eV
- E_tot: -92135.712 eV

Table of Mulliken atomic charges, one value per atom, all in e: atom 1 (H): 0.33, atom 2 (N): -0.63, atom 3 (C): -0.84, atom 4 (C): -2.57, atom 5 (C): 0.54, atom 6 (P): 0.29, atom 7 (S): -0.38, atom 8 (C): 3.06, atom 9 (C): 0.49, atom 10 (C): -2.37, atom 11 (C): -0.49, atom 12 (C): -1.15, atom 13 (N): -0.13, atom 14 (C): 0.43, atom 15 (N): -0.62, atom 16 (N): -0.74, atom 17 (H): 0.25, atom 18 (C): -1.96, atom 19 (C): -0.79, atom 20 (O): -0.66, atom 21 (N): 0.47, atom 22 (C): -1.11, atom 23 (C): -1.12, atom 24 (C): 2.20, atom 25 (S): -0.48, atom 26 (C): 0.12, atom 27 (C): -1.27, atom 28 (C): 0.68, atom 29 (F): -0.22, atom 30 (F): -0.30, atom 31 (F): -0.30, atom 32 (O): -0.44, atom 33 (C): 0.77, atom 34 (S): -0.24, atom 35 (P): 0.48, atom 36 (C): -1.01, atom 37 (C): -1.27, atom 38 (H): 0.50, atom 39 (H): 1.00, atom 40 (H): 0.66, atom 41 (H): 0.06, atom 42 (H): 0.17, atom 43 (H): -0.77, atom 44 (H): -0.02, atom 45 (H): 0.50, atom 46 (H): 0.78, atom 47 (H): 0.46, atom 48 (H): 0.46, atom 49 (H): 0.65, atom 50 (H): 0.27, atom 51 (H): 0.30, atom 52 (H): 0.31, atom 53 (H): 0.27, atom 54 (H): 0.00, atom 55 (H): 0.92, atom 56 (H): 0.27, atom 57 (H): 0.41, atom 58 (H): 0.41, atom 59 (H): 0.30, atom 60 (H): 0.42, atom 61 (H): 0.37, atom 62 (H): 0.21, atom 63 (H): -1.94, atom 64 (H): 1.10, atom 65 (H): 0.44, atom 66 (H): 0.00, atom 67 (H): 0.24, atom 68 (H): 0.26, atom 69 (H): 0.55, atom 70 (H): 0.24, atom 71 (H): 0.32, atom 72 (H): 0.46, atom 73 (H): 0.40


2.
The following is a DFT calculation (the ωB97M-V functional and the def2-TZVPD basis) of 2 unconnected molecules or ions with the total composition C20H38N3O8.

```
! wB97M-V def2-TZVPD RIJCOSX def2/J DEFGRID3
* xyz 1 1
C 6.84520 -0.07797 3.89669
C 7.40046 0.54829 2.63297
O 6.40080 0.73828 1.61979
C 5.55953 1.77257 1.86306
O 5.93516 2.93556 1.97468
C 4.09272 1.42672 1.94935
C 3.27338 2.42778 1.12346
C 1.82695 1.97139 1.08547
N 1.06093 2.55013 -0.05138
C 0.43972 1.61931 -0.87277
N 0.96594 1.39877 -2.11470
N -0.59745 0.91928 -0.50747
C -1.24892 1.00965 0.81044
C -2.75396 0.74498 0.72689
C -3.34690 -0.08643 1.85808
O -4.50150 -0.45883 1.78414
O -2.57971 -0.34732 2.96052
O -1.08952 0.03768 -1.42546
C -0.71097 -1.32452 -1.08032
C -1.57199 -2.26902 -1.88725
C -3.04317 -1.85180 -1.96383
C -1.38671 -3.74891 -1.50892
C -1.24570 -4.13125 -0.02379
C -2.26009 -3.47974 0.92193
C 0.19048 -4.01830 0.48583
H 7.57472 0.09524 4.68050
H 5.92223 0.40009 4.20384
H 6.71788 -1.14602 3.78781
H 7.87713 1.48992 2.88411
H 8.16286 -0.08285 2.20211
H 3.90960 0.42389 1.57438
H 3.77798 1.44777 2.98652
H 3.70212 2.53888 0.13699
H 3.33494 3.36500 1.66137
H 1.80375 0.88562 1.01584
H 1.33156 2.21037 2.02192
H 0.43858 3.29340 0.22946
H 1.63918 2.12875 -2.31172
H 0.24440 1.45884 -2.83178
H -0.73908 0.30915 1.45987
H -1.06266 1.98274 1.23639
H -3.24800 1.70605 0.81636
H -3.04653 0.30406 -0.21364
H -1.83037 -0.90121 2.73154
H 0.32498 -1.45929 -1.38506
H -0.74756 -1.47940 -0.01002
H -1.21568 -2.17489 -2.91033
H -3.10591 -0.93669 -2.53367
H -3.50452 -1.69999 -0.99490
H -3.59877 -2.58513 -2.53030
H -0.52902 -4.16774 -2.02538
H -2.25315 -4.27437 -1.89218
H -1.46100 -5.19500 0.01914
H -1.84922 -3.51723 1.92994
H -2.45876 -2.43805 0.70845
H -3.18548 -4.03603 0.96910
H 0.29331 -4.49797 1.45087
H 0.83228 -4.53507 -0.21931
H 0.54478 -2.99293 0.55308
C -4.82586 2.99208 -2.70044
C -3.61890 3.33811 -3.54820
O -3.16731 2.04705 -3.97835
C -4.23012 1.19351 -3.93380
O -4.24732 0.10393 -4.39220
O -5.27205 1.77317 -3.29341
H -5.60962 3.74310 -2.73827
H -4.56453 2.80088 -1.65632
H -3.87851 3.93102 -4.42567
H -2.83703 3.85092 -2.99201
*
```

- LUMO level: -3.36 eV
- E_tot: -42198.539 eV

Table of Mulliken atomic charges, one value per atom, all in e: atom 1 (C): -0.94, atom 2 (C): -0.33, atom 3 (O): -0.33, atom 4 (C): 0.29, atom 5 (O): -0.58, atom 6 (C): -0.38, atom 7 (C): -0.77, atom 8 (C): -0.41, atom 9 (N): -0.21, atom 10 (C): -0.16, atom 11 (N): -0.40, atom 12 (N): 0.64, atom 13 (C): -1.31, atom 14 (C): 0.16, atom 15 (C): 0.24, atom 16 (O): -0.52, atom 17 (O): -0.53, atom 18 (O): -0.18, atom 19 (C): -0.31, atom 20 (C): 0.65, atom 21 (C): -1.19, atom 22 (C): -1.64, atom 23 (C): 0.78, atom 24 (C): -1.19, atom 25 (C): -1.56, atom 26 (H): 0.35, atom 27 (H): 0.28, atom 28 (H): 0.27, atom 29 (H): 0.33, atom 30 (H): 0.32, atom 31 (H): 0.38, atom 32 (H): 0.32, atom 33 (H): 0.30, atom 34 (H): 0.32, atom 35 (H): 0.27, atom 36 (H): 0.46, atom 37 (H): 0.34, atom 38 (H): 0.40, atom 39 (H): 0.25, atom 40 (H): 0.48, atom 41 (H): 0.61, atom 42 (H): 0.65, atom 43 (H): -0.32, atom 44 (H): 0.36, atom 45 (H): 0.40, atom 46 (H): -0.13, atom 47 (H): 0.58, atom 48 (H): -0.13, atom 49 (H): 0.22, atom 50 (H): 0.62, atom 51 (H): 0.49, atom 52 (H): 0.42, atom 53 (H): 0.50, atom 54 (H): 0.38, atom 55 (H): -0.06, atom 56 (H): 0.34, atom 57 (H): 0.47, atom 58 (H): 0.39, atom 59 (H): 0.23, atom 60 (C): -0.13, atom 61 (C): -0.29, atom 62 (O): -0.35, atom 63 (C): 0.73, atom 64 (O): -0.51, atom 65 (O): -0.34, atom 66 (H): 0.33, atom 67 (H): 0.06, atom 68 (H): 0.28, atom 69 (H): 0.27


3.
The following is a DFT calculation (the ωB97M-V functional and the def2-TZVPD basis) of 2 unconnected molecules or ions with the total composition C20H39BN3O6.

```
! wB97M-V def2-TZVPD RIJCOSX def2/J DEFGRID3
* xyz -1 1
C 4.84726 -1.11533 4.28190
C 4.16787 -1.61737 2.91487
C 2.56445 -1.81084 3.16213
C 1.88580 -1.84495 1.70468
C 0.36332 -1.23942 1.68178
N 0.42186 0.15393 1.22407
B 0.35313 1.20912 2.25845
O -0.70996 1.43510 3.22629
N 1.54790 2.14792 2.38310
C 2.39149 1.76003 3.57301
C 1.06333 3.54481 2.72854
C -0.15106 0.46156 -0.09217
C -1.58439 -0.13403 -0.46221
C -2.65680 -0.25872 0.71878
C -3.08914 -1.82994 0.87846
C -2.78841 -2.43176 2.33902
N -3.74420 -3.58501 2.53636
C 0.91174 -0.10656 -1.19363
C 0.38296 0.43796 -2.73601
C 1.62694 0.92753 -3.74859
O 0.79551 -0.42498 -3.91129
C -0.17784 2.07852 -0.32770
O -1.23772 2.78459 -0.24787
O 1.01488 2.70279 -0.68568
H 4.34058 -0.16370 4.68392
H 5.96209 -0.95985 4.08553
H 4.64146 -1.93343 5.07372
H 4.26893 -0.77414 2.13391
H 4.63308 -2.60465 2.54778
H 2.14643 -1.01892 3.86933
H 2.41790 -2.83312 3.68634
H 1.82140 -2.96375 1.40829
H 2.48709 -1.28563 0.91400
H -0.24123 -1.97030 1.04974
H -0.06388 -1.31409 2.75856
H -0.91523 0.61534 3.73164
H 1.71250 1.37840 4.41353
H 2.95725 2.68376 3.96028
H 3.17737 1.00871 3.22136
H 1.82315 4.35349 2.44614
H 0.97978 3.58098 3.88582
H 0.06602 3.80376 2.24132
H -2.05235 0.57930 -1.24393
H -1.40510 -1.11815 -1.04711
H -3.62855 0.26668 0.37474
H -2.37090 0.22670 1.70660
H -4.22247 -1.91676 0.65313
H -2.57118 -2.51097 0.12441
H -2.82167 -1.65935 3.17944
H -1.74097 -2.91816 2.29715
H -3.64498 -4.00064 3.47148
H -4.69480 -3.21923 2.39430
H 1.94955 0.34618 -1.05404
H 0.89628 -1.24677 -1.24643
H -0.64456 1.05326 -2.78945
H 2.67865 0.53717 -3.58134
H 1.29306 1.70374 -4.50868
O -4.18465 0.78843 -8.22120
C -3.28203 0.73274 -7.42363
O -2.37277 -0.27671 -7.37370
C -1.51107 -0.08526 -6.24264
C -1.59964 1.38744 -5.92107
C -3.02012 1.72445 -6.32217
H -1.86883 -0.71227 -5.42115
H -0.49467 -0.38615 -6.49945
H -1.37218 1.61444 -4.87857
H -0.89853 1.94725 -6.54875
H -3.72634 1.54704 -5.50755
H -3.10282 2.74779 -6.68788
*
```

- LUMO level: 2.47 eV
- E_tot: -38801.042 eV
- Energy relative to the best compared isomer or geometry (same formula, charge and spin): 541.74 kJ/mol

Table of Mulliken atomic charges, one value per atom, all in e: atom 1 (C): -1.01, atom 2 (C): -0.61, atom 3 (C): -0.41, atom 4 (C): -0.81, atom 5 (C): -0.64, atom 6 (N): 1.04, atom 7 (B): 0.19, atom 8 (O): -0.62, atom 9 (N): 0.04, atom 10 (C): -0.74, atom 11 (C): -1.05, atom 12 (C): 0.77, atom 13 (C): -1.10, atom 14 (C): -0.29, atom 15 (C): -0.80, atom 16 (C): 0.20, atom 17 (N): -0.69, atom 18 (C): -1.12, atom 19 (C): 0.65, atom 20 (C): -0.59, atom 21 (O): -0.59, atom 22 (C): 0.25, atom 23 (O): -0.76, atom 24 (O): -0.78, atom 25 (H): 0.21, atom 26 (H): 0.32, atom 27 (H): 0.29, atom 28 (H): 0.33, atom 29 (H): 0.38, atom 30 (H): 0.24, atom 31 (H): 0.36, atom 32 (H): 0.36, atom 33 (H): 0.27, atom 34 (H): 0.07, atom 35 (H): 0.35, atom 36 (H): 0.30, atom 37 (H): 0.27, atom 38 (H): 0.37, atom 39 (H): -0.08, atom 40 (H): 0.22, atom 41 (H): 0.37, atom 42 (H): 0.26, atom 43 (H): 0.26, atom 44 (H): 0.41, atom 45 (H): 0.46, atom 46 (H): 0.10, atom 47 (H): 0.46, atom 48 (H): 0.23, atom 49 (H): 0.15, atom 50 (H): -0.02, atom 51 (H): 0.24, atom 52 (H): 0.22, atom 53 (H): 0.36, atom 54 (H): 0.27, atom 55 (H): 0.01, atom 56 (H): 0.27, atom 57 (H): 0.19, atom 58 (O): -0.59, atom 59 (C): 0.44, atom 60 (O): -0.38, atom 61 (C): -0.22, atom 62 (C): -0.12, atom 63 (C): -0.42, atom 64 (H): 0.21, atom 65 (H): 0.29, atom 66 (H): 0.01, atom 67 (H): 0.21, atom 68 (H): 0.27, atom 69 (H): 0.29


- What is the formula in the first record?
  C20H38F3N5O2P2S3


- Which of these has the lowest E_tot?
  C20H38F3N5O2P2S3


- What is the LUMO level in the first record?
  0.29 eV


- Which formula does entry 2 have?
  C20H38N3O8